Record 1
# C25H40FNO9

A cluster of 4 separate species, C25H40FNO9 in total at a distorted geometry (the ωB97M-V functional and the def2-TZVPD basis, OMol25).

The geometry in XYZ format:
```
76
Properties=species:S:1:pos:R:3:mulliken_charge:R:1
C 4.714 0.107 4.254 -0.99
C 4.889 0.592 2.662 -0.46
C 3.786 -0.252 1.793 -0.05
F 4.481 -1.452 1.254 -0.39
C 2.954 0.619 0.683 1.32
C 2.682 -0.191 -0.755 -0.82
C 1.274 -1.030 -0.774 0.37
C 1.244 -2.345 0.220 -0.47
C -0.257 -2.576 0.920 -0.62
N -0.586 -1.285 1.639 0.12
C -2.072 -1.073 1.821 0.29
C -3.024 -0.432 0.627 -0.32
O -2.594 -1.390 3.028 -0.65
C 3.543 2.044 0.129 -0.67
C 2.163 2.957 -0.112 -0.52
C 0.989 2.079 0.622 0.47
O -0.345 2.142 0.589 -0.59
O 1.703 1.020 1.407 -0.24
H 5.616 0.534 4.869 0.35
H 4.585 -1.055 4.308 0.26
H 3.688 0.582 4.634 0.25
H 4.737 1.751 2.676 0.20
H 5.971 0.245 2.345 0.31
H 2.991 -0.668 2.581 0.12
H 2.584 0.639 -1.607 0.27
H 3.624 -0.842 -1.080 0.15
H 0.326 -0.318 -0.642 0.01
H 1.163 -1.464 -1.881 -0.14
H 1.486 -3.287 -0.459 0.32
H 2.009 -2.306 1.104 0.13
H -0.179 -3.421 1.740 0.29
H -1.019 -2.858 0.062 0.22
H -0.043 -1.160 2.522 0.21
H -4.122 -0.875 0.667 0.15
H -3.125 0.744 0.704 0.24
H -2.594 -0.641 -0.462 -0.04
H 4.148 2.755 0.834 0.23
H 4.100 2.040 -0.903 0.27
H 2.204 3.976 0.492 0.28
H 1.884 3.244 -1.219 0.25
O -0.274 5.459 6.182 -0.61
C -0.672 4.764 5.262 0.46
C -1.964 4.005 5.242 -0.42
C -1.753 3.052 4.092 -0.45
C -0.815 3.818 3.197 0.63
O -0.013 4.604 4.077 -0.32
H -2.785 4.701 5.049 0.24
H -2.122 3.470 6.182 0.30
H -2.680 2.757 3.593 0.33
H -1.260 2.142 4.455 0.26
H -1.346 4.489 2.514 0.24
H -0.175 3.151 2.612 -0.69
O 2.319 -2.358 -3.444 -0.58
C 1.821 -1.715 -4.354 0.59
C 1.823 -2.110 -5.799 -0.51
C 1.450 -0.818 -6.481 -0.48
C 0.605 -0.129 -5.442 -0.46
O 1.140 -0.544 -4.186 -0.31
H 1.070 -2.887 -5.959 0.27
H 2.811 -2.457 -6.112 0.29
H 0.931 -0.960 -7.433 0.33
H 2.355 -0.229 -6.673 0.26
H -0.446 -0.434 -5.491 0.25
H 0.662 0.960 -5.526 0.32
O -3.194 -1.469 -2.907 -0.56
C -4.239 -1.928 -2.476 0.42
C -5.270 -2.654 -3.286 -0.44
C -6.466 -2.632 -2.369 -0.54
C -5.834 -2.608 -1.002 -0.48
O -4.614 -1.885 -1.164 -0.18
H -4.922 -3.673 -3.476 0.27
H -5.474 -2.132 -4.224 0.28
H -7.145 -3.477 -2.514 0.32
H -7.036 -1.709 -2.530 0.28
H -5.599 -3.612 -0.635 0.28
H -6.468 -2.102 -0.268 0.33
```

Properties
HOMO = -8.5 eV
Kohn-Sham gap = 9.02 eV
SMILES = CC[C@H](F)[C@]1(CCCCNC(C)=O)CCC(=O)O1.O=C1CCCO1.O=C1CCCO1.O=C1CCCO1
E_tot = -49202.030 eV


Record 2
# C25H40N10O10

A cluster of 10 separate species, C25H40N10O10 in total at a distorted geometry (the ωB97M-V functional and the def2-TZVPD basis, OMol25).

The geometry in XYZ format:
```
85
Properties=species:S:1:pos:R:3:mulliken_charge:R:1
C -0.024 1.739 0.785 -0.52
N -0.892 0.622 1.289 0.83
O -2.009 0.514 0.797 -0.36
O -0.288 -0.262 2.012 -0.82
H -0.718 2.499 0.846 0.40
H 0.203 1.377 -0.307 0.03
H 0.841 1.603 1.296 0.13
C -4.629 2.611 1.267 -0.12
N -5.479 1.384 1.042 0.86
O -5.133 0.554 0.181 -0.51
O -6.584 1.307 1.671 -0.54
H -4.561 3.256 0.395 0.33
H -3.689 2.244 1.291 -0.29
H -5.206 3.214 2.081 0.22
C 2.890 -1.158 -3.313 -0.99
N 3.110 -1.151 -1.761 0.78
O 4.099 -1.678 -1.313 -0.51
O 2.345 -0.366 -1.188 -0.26
H 2.339 -1.916 -3.325 0.42
H 3.818 -1.412 -3.893 0.29
H 2.410 -0.328 -3.745 0.27
C 2.029 2.520 -2.286 -0.14
N 1.303 3.824 -2.519 1.06
O 1.972 4.753 -2.960 -0.54
O 0.076 3.903 -2.492 -0.56
H 1.422 1.470 -2.177 -0.18
H 2.676 2.440 -1.436 -0.06
H 2.856 2.263 -2.934 0.41
C -3.081 4.430 4.413 -0.79
N -2.447 3.214 3.777 0.87
O -2.873 2.167 3.925 -0.46
O -1.377 3.456 3.297 -0.48
H -3.376 4.369 5.414 0.36
H -4.014 4.529 3.840 0.23
H -2.587 5.407 4.139 0.31
C 1.508 -3.980 -0.357 -0.51
C 1.217 -4.900 -1.538 -0.76
C -0.322 -4.953 -1.711 -0.71
N -0.833 -4.143 -0.793 0.01
C 0.161 -3.519 0.066 -0.52
H 2.399 -3.665 0.162 0.59
H 1.995 -5.406 -2.160 0.34
H -0.794 -5.396 -2.541 0.46
H -1.703 -3.731 -0.664 0.65
H -0.249 -2.809 0.724 0.46
C -1.294 -0.146 -3.017 -1.32
C -1.354 0.526 -4.422 -1.16
C -0.822 -0.415 -5.457 -0.39
N -0.538 -1.525 -4.688 0.01
C -0.760 -1.582 -3.337 -0.68
H -1.403 0.198 -2.157 1.55
H -1.608 1.450 -4.712 0.61
H -0.898 -0.299 -6.516 0.46
H -0.239 -2.458 -5.098 0.30
H -0.444 -2.473 -2.871 0.65
C 4.156 3.824 0.323 -0.70
C 2.882 4.572 0.565 -0.73
C 2.350 3.936 1.855 -1.10
N 3.207 3.019 2.430 0.00
C 4.258 2.817 1.522 -0.63
H 4.889 3.905 -0.575 0.33
H 2.276 5.187 0.020 0.68
H 1.502 3.976 2.352 1.19
H 3.286 2.446 3.260 0.34
H 4.997 2.153 1.804 0.64
C 4.599 -1.348 2.817 -0.74
C 3.998 -2.393 3.769 -0.91
C 2.531 -2.218 3.559 -0.28
N 2.175 -1.259 2.749 0.28
C 3.506 -0.617 2.205 -0.30
H 5.593 -1.313 2.692 0.56
H 4.418 -2.976 4.472 0.53
H 1.805 -2.713 4.171 0.49
H 1.359 -0.880 2.225 0.21
H 3.522 0.018 1.286 0.39
C -3.563 -4.346 0.757 -0.44
C -3.306 -2.920 1.069 -0.22
C -3.509 -2.194 -0.294 -0.25
N -3.852 -3.221 -1.147 -0.05
C -3.882 -4.524 -0.681 -0.93
H -3.604 -5.001 1.618 0.40
H -3.072 -2.468 2.031 0.45
H -3.744 -1.113 -0.511 0.31
H -4.075 -3.135 -2.200 0.30
H -4.144 -5.383 -1.161 0.48
```

Properties
HOMO = -7.5 eV
Kohn-Sham gap = 6.87 eV
SMILES = C[N+](=O)[O-].C[N+](=O)[O-].C[N+](=O)[O-].C[N+](=O)[O-].C[N+](=O)[O-].c1cc[nH]c1.c1cc[nH]c1.c1cc[nH]c1.c1cc[nH]c1.c1cc[nH]c1
E_tot = -61921.237 eV


Record 3
# C25H40N3O3

A cluster of 3 separate species, C25H40N3O3 in total (the ωB97M-V functional and the def2-TZVPD basis, OMol25).

The geometry in XYZ format:
```
71
Properties=species:S:1:pos:R:3:mulliken_charge:R:1
C 2.572 -3.066 3.591 -0.69
O 3.552 -2.875 2.591 -0.42
C 3.189 -3.211 1.262 -0.69
C 3.180 -1.983 0.368 -0.25
C 2.213 -0.873 0.768 -0.49
C 0.771 -1.330 1.023 -0.44
C -0.285 -0.306 0.594 -0.82
C -1.727 -0.840 0.680 -0.45
C -2.662 -0.081 1.645 -0.91
N -3.843 0.441 0.968 -0.40
C -4.945 -0.487 0.635 0.33
C -6.201 -0.083 1.406 -1.17
C -7.449 -0.872 1.097 0.86
C -7.661 -1.509 -0.122 -0.22
C -8.840 -2.196 -0.372 -0.71
C -9.833 -2.263 0.591 -0.39
C -9.627 -1.646 1.819 -0.52
C -8.446 -0.969 2.064 -0.52
C -4.604 -1.983 0.930 0.59
O -4.396 -2.683 -0.079 -0.78
O -4.660 -2.310 2.146 -0.78
H 2.871 -3.886 4.252 0.25
H 1.595 -3.297 3.162 0.33
H 2.478 -2.157 4.190 0.24
H 3.936 -3.915 0.876 0.40
H 2.223 -3.724 1.241 0.43
H 2.958 -2.320 -0.651 0.33
H 4.203 -1.594 0.361 -0.14
H 2.607 -0.386 1.666 0.27
H 2.213 -0.118 -0.023 0.41
H 0.565 -2.269 0.498 0.39
H 0.632 -1.515 2.093 0.15
H -0.180 0.579 1.232 0.24
H -0.054 0.023 -0.425 0.39
H -2.192 -0.789 -0.305 0.29
H -1.708 -1.897 0.951 0.37
H -2.127 0.778 2.066 0.60
H -2.931 -0.739 2.476 0.24
H -4.197 1.257 1.446 0.32
H -5.141 -0.404 -0.438 -0.05
H -5.982 -0.221 2.469 0.28
H -6.388 0.983 1.215 0.41
H -6.886 -1.517 -0.877 0.24
H -8.970 -2.695 -1.324 0.36
H -10.753 -2.804 0.400 0.35
H -10.388 -1.711 2.589 0.35
H -8.292 -0.512 3.035 0.33
C 7.457 1.551 -2.494 -1.16
C 6.886 1.602 -1.082 -0.51
C 6.006 0.390 -0.750 -0.41
C 4.851 0.306 -1.644 0.36
N 3.967 0.287 -2.373 -0.55
H 6.663 1.553 -3.243 0.26
H 8.090 2.415 -2.687 0.34
H 8.054 0.649 -2.641 0.37
H 6.304 2.516 -0.950 0.27
H 7.699 1.639 -0.355 0.37
H 5.633 0.444 0.274 0.34
H 6.576 -0.536 -0.843 0.41
C 2.614 5.377 -2.456 -1.18
C 2.751 4.215 -3.431 -0.71
C 4.077 3.461 -3.278 0.06
C 5.232 4.325 -3.526 0.29
N 6.129 5.012 -3.722 -0.54
H 3.389 6.127 -2.621 0.36
H 1.647 5.865 -2.571 0.35
H 2.692 5.031 -1.423 0.30
H 2.662 4.577 -4.457 0.32
H 1.943 3.500 -3.273 0.37
H 4.123 2.616 -3.965 0.36
H 4.165 3.056 -2.269 -0.03
```

Properties
Net charge = -1
HOMO = -4.4 eV
Kohn-Sham gap = 6.36 eV
E_tot = -37187.486 eV


Record 4
# C25H40N7O2SSe2Zr

A structure of composition C25H40N7O2SSe2Zr (the ωB97M-V functional and the def2-TZVPD basis, OMol25).

The geometry in XYZ format:
```
78
Properties=species:S:1:pos:R:3:mulliken_charge:R:1
Zr 0.043 -0.062 0.655 0.66
C 0.066 -0.872 3.044 -0.75
C 0.825 -1.870 2.389 -0.77
C 1.990 -1.276 1.876 -1.03
C 1.968 0.096 2.234 -0.39
C 0.803 0.324 2.987 -0.68
H -0.869 -1.013 3.565 0.48
H 0.582 -2.924 2.371 0.81
H 2.830 -1.755 1.399 1.06
H 2.762 0.798 2.042 0.67
H 0.511 1.250 3.452 0.68
N 1.825 -3.672 -0.326 0.22
C 0.793 -4.197 -1.301 0.30
C 0.741 -3.304 -2.534 -1.61
C -0.238 -2.133 -2.472 0.17
N 0.289 -0.982 -1.647 0.21
C -1.601 -2.612 -2.012 -1.63
C -1.542 -3.240 -0.636 0.02
N -1.350 -2.163 0.400 -0.26
C -0.546 -4.402 -0.596 -1.35
H 2.662 -3.304 -0.814 -0.01
H 2.118 -4.399 0.329 0.47
H 1.471 -2.884 0.224 -0.52
H 1.193 -5.169 -1.591 0.33
H 0.406 -3.933 -3.362 0.51
H 1.748 -2.978 -2.813 0.55
H -0.328 -1.751 -3.491 0.51
H -0.211 -0.163 -2.008 0.40
H 1.251 -0.842 -1.940 -0.49
H -1.939 -3.371 -2.722 0.60
H -2.335 -1.809 -2.041 0.44
H -2.516 -3.681 -0.416 0.53
H -1.376 -2.614 1.313 0.42
H -2.249 -1.680 0.379 0.26
H -1.037 -5.223 -1.124 0.53
H -0.397 -4.778 0.421 0.36
N -7.001 4.416 1.506 -0.42
C -5.971 3.622 1.202 1.14
C -5.803 3.141 -0.119 -0.96
C -4.762 2.321 -0.434 -0.66
C -3.840 1.947 0.569 0.17
C -3.986 2.428 1.885 -0.39
C -5.036 3.243 2.198 -0.95
S -2.534 0.992 0.138 1.87
O -1.988 0.303 1.406 -0.62
O -2.805 0.038 -0.915 -0.67
N -1.134 1.689 -0.308 -0.35
C -0.687 2.733 0.497 0.48
N -1.343 3.870 0.605 -0.45
C -0.796 4.779 1.403 -0.44
C 0.388 4.542 2.113 -0.99
C 0.968 3.306 1.957 -0.40
N 0.445 2.386 1.126 0.44
H -7.681 4.682 0.813 0.21
H -7.146 4.751 2.443 0.21
H -6.521 3.422 -0.879 0.34
H -4.650 1.947 -1.443 0.44
H -3.286 2.130 2.653 0.47
H -5.171 3.594 3.213 0.35
H -1.319 5.724 1.491 0.49
H 0.817 5.287 2.766 0.45
H 1.863 3.035 2.506 0.56
C 3.663 2.152 -0.039 -1.13
Se 2.142 1.453 -1.024 0.57
C 3.163 0.721 -2.546 -1.12
C 4.475 0.025 -2.245 -0.93
Se 4.346 -1.450 -0.969 0.23
C 6.051 -2.275 -1.419 -1.16
H 4.223 2.769 -0.739 0.47
H 4.280 1.345 0.348 0.37
H 3.303 2.789 0.762 0.33
H 3.354 1.593 -3.173 0.57
H 2.488 0.081 -3.114 0.57
H 5.214 0.715 -1.843 0.47
H 4.870 -0.377 -3.178 0.59
H 6.842 -1.550 -1.254 0.37
H 6.036 -2.616 -2.449 0.37
H 6.186 -3.117 -0.745 0.38
```

Properties
Net charge = +3
HOMO = -15.1 eV
Kohn-Sham gap = 6.48 eV
E_tot = -183887.034 eV
ΔE to the lowest compared entry with this formula, charge and spin = 27.2 kcal/mol


Record 5
# C25H40N7O8P3W

A structure of composition C25H40N7O8P3W at a distorted geometry (the ωB97M-V functional and the def2-TZVPD basis, OMol25).

The geometry in XYZ format:
```
84
Properties=species:S:1:pos:R:3:mulliken_charge:R:1
W -0.131 0.072 -0.526 1.46
C -2.534 -1.526 0.812 -1.39
C -2.162 -1.189 2.233 -1.24
C -1.418 0.089 2.507 0.91
C -1.749 0.781 3.658 -1.05
C -1.027 1.891 4.057 -0.91
C 0.075 2.262 3.303 -1.04
C 0.353 1.558 2.166 -0.35
N -0.379 0.505 1.744 0.66
N -1.342 -1.904 -0.018 -0.34
C -1.832 -2.528 -1.271 -1.97
C -0.690 -2.506 -2.225 1.40
C -0.687 -3.273 -3.365 -1.19
C 0.413 -3.231 -4.208 -0.77
C 1.491 -2.425 -3.858 -1.42
C 1.414 -1.669 -2.720 0.16
N 0.347 -1.704 -1.894 0.48
C -0.577 -3.003 0.622 -1.38
C 0.570 -2.515 1.388 0.36
C 1.123 -3.258 2.412 -1.17
C 2.229 -2.765 3.076 -1.04
C 2.742 -1.536 2.676 -1.12
C 2.142 -0.871 1.637 -0.08
N 1.078 -1.357 0.988 1.04
H -3.213 -2.377 0.825 0.74
H -3.040 -0.712 0.319 0.60
H -3.089 -1.174 2.803 0.73
H -1.574 -1.997 2.675 0.38
H -2.581 0.426 4.255 0.61
H -1.310 2.445 4.945 0.50
H 0.707 3.094 3.591 0.61
H 1.189 1.832 1.560 0.37
H -2.121 -3.553 -1.047 0.81
H -2.705 -2.025 -1.655 0.70
H -1.538 -3.908 -3.584 0.64
H 0.431 -3.820 -5.118 0.53
H 2.386 -2.385 -4.467 0.58
H 2.219 -1.017 -2.443 0.45
H -1.256 -3.598 1.226 0.52
H -0.190 -3.651 -0.161 0.75
H 0.683 -4.212 2.681 0.62
H 2.682 -3.323 3.887 0.53
H 3.599 -1.093 3.167 0.66
H 2.536 0.058 1.290 0.17
O -1.850 3.820 -0.058 -0.57
P -1.393 2.474 -0.588 0.33
O -1.953 1.186 0.017 -0.12
O 0.107 2.192 -0.421 -0.02
O -1.726 2.395 -2.176 -0.33
P -1.265 0.985 -2.811 0.16
O -1.586 0.980 -4.294 -0.52
O 0.218 0.805 -2.473 0.56
O -1.813 -0.130 -1.912 -0.08
H -2.753 4.189 -0.158 0.40
H -2.372 1.396 -4.710 0.41
C 2.221 2.101 -3.673 -1.61
N 3.060 1.216 -2.840 1.06
C 4.090 0.482 -3.615 -0.92
P 3.076 1.205 -1.240 -1.00
O 1.777 0.409 -0.617 0.77
N 4.301 0.343 -0.632 0.58
C 4.341 -1.118 -0.450 -0.74
C 5.652 0.959 -0.684 -1.08
N 3.128 2.718 -0.693 1.01
C 3.503 3.881 -1.538 -1.04
C 3.301 2.999 0.744 -1.40
H 2.860 2.750 -4.269 0.49
H 1.559 2.715 -3.066 0.41
H 1.623 1.497 -4.357 0.27
H 3.602 -0.071 -4.420 0.37
H 4.644 -0.218 -2.993 0.23
H 4.795 1.182 -4.062 0.36
H 3.348 -1.532 -0.339 0.19
H 4.910 -1.343 0.453 0.38
H 4.846 -1.609 -1.287 0.36
H 5.594 2.018 -0.939 0.32
H 6.272 0.458 -1.430 0.39
H 6.132 0.862 0.290 0.37
H 3.891 3.570 -2.501 0.41
H 4.294 4.431 -1.030 0.39
H 2.657 4.551 -1.683 0.29
H 3.189 2.107 1.349 0.56
H 2.586 3.757 1.069 0.33
H 4.304 3.384 0.926 0.54
```

Properties
Net charge = +4
HOMO = -20.0 eV
Kohn-Sham gap = 6.72 eV
E_tot = -83047.694 eV


Record 6
# C25H41BF6O2PPd

A structure of composition C25H41BF6O2PPd at a distorted geometry (the ωB97M-V functional and the def2-TZVPD basis, OMol25).

The geometry in XYZ format:
```
77
Properties=species:S:1:pos:R:3:mulliken_charge:R:1
Pd 1.783 -0.261 1.295 -0.29
O 1.465 -0.399 4.223 -0.51
H 2.207 -0.364 4.837 0.27
H 1.238 -1.336 4.176 0.27
F 4.487 2.598 2.124 -0.27
C 4.019 1.405 1.820 0.28
F 4.782 0.843 0.903 -0.23
H 3.902 0.770 2.688 0.55
O 0.046 0.286 0.373 0.28
P -0.845 -0.335 -0.723 0.37
C -1.953 -1.634 -0.065 1.79
C -3.408 -1.239 0.290 -1.00
C -3.661 -1.040 1.794 -0.99
C -2.406 -0.613 2.537 -0.25
C -1.335 -1.701 2.445 0.11
C -1.318 -2.431 1.090 -1.24
C 0.166 -1.033 -2.073 0.28
C 1.148 -2.151 -1.666 -0.14
C 0.597 -3.572 -1.767 -0.64
C 0.006 -3.847 -3.143 -1.03
C -1.104 -2.849 -3.441 -0.74
C -0.600 -1.409 -3.368 -1.40
C -1.897 0.961 -1.465 -0.24
C -1.189 1.879 -2.477 -2.19
C -0.165 2.801 -1.818 0.03
C -0.698 3.426 -0.515 0.64
C -2.212 3.292 -0.420 -1.67
C -2.613 1.817 -0.376 -0.31
H -2.013 -2.303 -0.927 -0.46
H -4.052 -2.043 -0.069 0.48
H -3.717 -0.353 -0.262 0.26
H -4.023 -1.976 2.228 0.35
H -4.460 -0.311 1.935 0.47
H -2.636 -0.401 3.582 0.68
H -2.014 0.316 2.114 -0.38
H -1.496 -2.445 3.229 0.76
H -0.364 -1.250 2.638 -1.04
H -1.905 -3.349 1.173 0.59
H -0.304 -2.749 0.855 0.19
H 0.781 -0.151 -2.300 0.56
H 1.555 -1.974 -0.671 -0.67
H 2.007 -2.079 -2.341 0.79
H -0.170 -3.752 -1.010 0.10
H 1.409 -4.267 -1.548 0.56
H -0.376 -4.867 -3.196 0.45
H 0.788 -3.761 -3.905 0.36
H -1.933 -3.010 -2.743 0.30
H -1.518 -3.016 -4.437 0.46
H -1.427 -0.728 -3.562 0.36
H 0.106 -1.265 -4.192 0.62
H -2.655 0.381 -2.003 1.19
H -1.967 2.478 -2.955 0.42
H -0.717 1.319 -3.280 0.63
H 0.117 3.576 -2.534 0.53
H 0.743 2.229 -1.609 -0.33
H -0.406 4.475 -0.445 0.62
H -0.262 2.910 0.343 -0.69
H -2.689 3.796 -1.263 0.45
H -2.583 3.784 0.480 0.58
H -3.693 1.725 -0.500 0.43
H -2.384 1.435 0.621 -0.34
C 2.379 4.378 0.955 -0.38
C 2.820 3.598 -0.093 -0.91
C 2.794 2.219 0.037 -0.01
C 2.389 1.594 1.259 0.73
C 1.858 2.460 2.291 -0.04
C 1.875 3.811 2.142 -0.93
H 2.406 5.457 0.865 0.53
H 3.188 4.046 -1.006 0.52
H 3.155 1.591 -0.768 0.53
H 1.455 2.003 3.188 0.37
H 1.503 4.456 2.926 0.53
F 3.695 -2.376 0.183 -0.34
B 3.273 -2.458 1.472 0.09
F 1.794 -2.502 1.480 -0.08
F 3.434 -1.111 2.089 -0.34
F 3.796 -3.407 2.257 -0.25
```

Properties
Net charge = +1
HOMO = -12.6 eV
Kohn-Sham gap = 7.35 eV
E_tot = -60435.074 eV
ΔE to the lowest compared entry with this formula, charge and spin = 26.9 kcal/mol